Entry from the Open Molecules 2025 dataset: a structure of composition C32H33BCl2GeN4NaO4 at a distorted geometry (ωB97M-V with the def2-TZVPD basis set).

DFT total energy	-4943.6781	Eh
LUMO (spin up / spin down)	1.585 / 0.157	eV
total charge	-1
relative energy (zero: lowest compared OMol25 entry of this formula, charge and spin)	1.6440	eV
HOMO-LUMO gap (spin up / spin down)	5.296 / 3.290	eV

Structure (XYZ):
```
78
Properties=species:S:1:pos:R:3:forces:R:3
Na 1.259764 1.116593 2.177929 -0.77 0.17 0.25
Cl -0.049702 -4.752866 6.234366 0.47 -0.21 -0.47
C 0.504378 -3.795210 4.874698 0.43 0.56 -0.92
C 0.046389 -2.488368 4.834758 -1.84 1.88 -0.33
C 0.132555 -1.587704 3.710326 1.22 -1.29 0.28
N -0.690028 -0.496157 3.429253 -1.06 1.10 -0.21
C -2.053723 -0.616333 3.616509 0.03 -0.80 1.25
O -2.654593 -1.522218 4.233256 0.55 0.54 -0.75
C -2.971102 0.477805 3.047048 0.20 -0.77 1.07
C -4.309639 0.282358 2.804174 0.44 -0.52 -0.57
C -5.045311 1.144385 1.987839 -1.59 -0.38 0.30
C -4.476999 2.363461 1.629859 2.02 0.97 0.30
C -3.176102 2.633627 2.007335 0.38 0.21 0.78
N -2.462951 1.756095 2.889396 1.11 0.72 -1.10
C 1.289631 -1.900343 2.882242 0.39 -1.02 1.43
C 1.696811 -3.265454 2.854594 0.25 1.15 0.40
C 1.294455 -4.216331 3.770872 -1.56 0.13 0.69
Cl 1.433345 -5.899555 3.334896 0.36 -0.12 0.37
N 2.023825 -0.896786 2.293538 0.12 1.24 -1.40
C 3.294051 -0.918545 1.880640 -0.65 -1.51 -0.34
O 4.147071 -1.820679 1.992551 -0.08 0.39 -0.06
C 3.768134 0.278661 1.011955 0.10 -0.13 1.34
C 4.740629 0.067120 0.066871 0.93 0.26 -1.28
C 5.298009 1.187744 -0.575711 0.29 -1.45 -0.44
C 4.941446 2.474731 -0.268405 -0.86 0.51 1.16
C 3.944405 2.593350 0.692145 -0.72 0.18 1.33
N 3.401691 1.522969 1.311302 -0.55 1.11 -0.22
H -0.568003 -2.053752 5.657659 0.38 -0.91 -0.66
H -4.782265 -0.608161 3.166711 0.21 -0.59 -0.10
H -6.054011 0.830919 1.653062 0.69 0.48 0.40
H -4.975088 3.207574 1.176262 -0.28 -0.35 -0.55
H -2.636456 3.565385 1.766081 -0.54 -0.53 0.19
H 2.484666 -3.501636 2.167488 0.11 -0.24 -0.33
H 5.081453 -0.949495 -0.167892 -0.22 0.56 0.21
H 6.035768 1.023848 -1.349503 0.18 -0.07 0.03
H 5.431717 3.363793 -0.628122 0.04 -0.04 -0.41
H 3.551873 3.573065 1.116397 0.72 -1.13 -0.93
C -4.341310 2.334123 -6.354898 -1.31 -1.55 0.41
C -3.006337 1.840714 -5.862153 1.92 0.19 -0.75
C -2.958900 0.551605 -5.038489 -2.06 -0.28 1.59
C -1.633514 -0.130390 -4.858295 0.11 -0.65 0.06
Ge -1.484283 -1.940922 -3.928768 0.60 0.32 -2.75
C 0.530247 -2.076083 -4.125423 0.50 -0.71 0.40
C 0.984997 -2.718555 -5.449497 0.46 2.21 -1.81
C 1.128026 -4.206166 -5.395342 0.10 -1.14 1.22
C 1.194064 -4.918675 -6.745537 -0.19 0.10 0.72
H -4.329043 3.140402 -7.067082 0.43 0.43 -0.18
H -4.849034 2.680450 -5.447300 -0.55 -0.05 -0.39
H -4.938745 1.504246 -6.850564 0.57 0.86 0.75
H -2.545122 2.683328 -5.280439 -0.13 -0.81 -0.37
H -2.322987 1.655216 -6.716365 -0.24 0.28 0.19
H -3.726244 -0.208921 -5.299763 0.43 0.39 -0.94
H -3.402661 0.765304 -4.042867 0.57 0.28 -0.07
H -0.897813 0.465098 -4.354635 0.36 0.70 0.16
H -1.208468 -0.465858 -5.826021 -0.11 0.24 0.33
H -1.872482 -2.689769 -5.356422 -0.22 -0.23 1.27
H 0.949265 -2.750484 -3.358495 -0.09 0.71 0.14
H 0.928188 -1.049794 -4.012332 -0.17 -0.55 0.13
H 2.000964 -2.323075 -5.776864 -0.85 -0.16 0.72
H 0.374623 -2.317601 -6.319052 0.11 -0.85 0.86
H 0.349612 -4.629723 -4.724866 0.08 0.10 -0.60
H 2.060330 -4.391782 -4.829654 -0.26 -0.09 -0.17
H 0.313051 -4.582521 -7.276420 -0.03 0.04 -0.66
H 1.097482 -6.018684 -6.643884 0.44 0.62 -0.07
H 2.126978 -4.603853 -7.240607 -0.47 -0.39 -0.19
O -0.124298 2.711502 3.217306 1.01 0.91 0.66
B -1.271800 2.087855 3.699598 -1.23 -0.02 0.40
O -1.362084 2.212586 5.107954 1.07 1.49 -0.08
C -0.227616 2.994380 5.498948 -1.83 -2.11 -1.85
C 0.134764 3.305925 6.788654 -0.21 0.03 -1.17
C 1.456528 3.664169 6.884148 2.12 0.53 0.94
C 2.377300 3.734792 5.786571 -1.19 -0.41 1.09
C 1.897807 3.526470 4.501221 -0.30 1.09 -1.07
C 0.552630 3.205860 4.364060 -0.26 -0.99 0.41
H -0.606973 3.258931 7.571389 0.34 -0.18 0.29
H 1.844794 3.871881 7.901446 -0.12 -0.10 -0.78
H 3.445185 3.843617 5.975421 -0.40 0.37 -0.06
H 2.466788 3.810511 3.602938 0.09 -0.71 0.49
```
Forces are in eV/Å.